Record 1
Here is an isolated molecule of C16H23N3O2S2 from the Open Molecules 2025 dataset. Energies are from the ωB97M-V functional and the def2-TZVPD basis.

The geometry in ORCA input format:
```
! wB97M-V def2-TZVPD RIJCOSX def2/J DEFGRID3
* xyz 0 1
C -2.86 -3.77 0.18
H -3.79 -3.37 0.58
C -2.29 -2.82 -0.87
N -2.02 -1.51 -0.32
C -0.87 -1.25 0.33
N -0.56 -0.10 0.87
C -1.45 0.89 0.73
C -2.63 0.74 0.08
C -3.02 -0.53 -0.48
O -4.06 -0.79 -1.05
S -3.61 2.19 0.01
C -2.16 3.21 0.57
C -1.51 3.85 -0.64
H -2.24 4.43 -1.20
H -1.12 3.08 -1.30
H -0.70 4.50 -0.34
C -1.21 2.26 1.30
H -1.43 2.23 2.37
H -0.18 2.56 1.17
H -2.57 3.98 1.24
S 0.31 -2.53 0.48
C 1.75 -1.52 0.94
H 1.49 -0.98 1.85
H 2.56 -2.23 1.12
C 2.07 -0.57 -0.21
O 1.46 -0.62 -1.26
N 3.04 0.34 0.03
C 3.92 0.38 1.18
H 3.54 -0.25 1.98
C 5.33 -0.05 0.77
C 5.84 0.85 -0.36
C 4.85 0.83 -1.53
C 3.46 1.22 -1.04
H 2.73 1.14 -1.85
H 3.46 2.25 -0.66
H 5.17 1.52 -2.31
H 4.81 -0.18 -1.95
H 6.82 0.51 -0.69
H 5.94 1.87 0.01
H 5.99 0.01 1.63
H 5.30 -1.08 0.42
H 3.95 1.42 1.54
H -3.03 -2.67 -1.67
H -1.37 -3.22 -1.30
H -2.15 -3.90 0.99
H -3.06 -4.74 -0.27
*
```

DFT total energy in Ha: -1734.66722
Relative energy (zero: lowest compared OMol25 entry of this formula, charge and spin) in kJ/mol: 33.2
Structure (SMILES): CCn1c(SCC(=O)N2CCCCC2)nc2c(c1=O)S[C@H](C)C2

***

Record 2
Here is a cluster of 7 separate species, C16H31Cl12N in total from the Open Molecules 2025 dataset. Energies are from the ωB97M-V functional and the def2-TZVPD basis.

The geometry in ORCA input format:
```
! wB97M-V def2-TZVPD RIJCOSX def2/J DEFGRID3
* xyz 0 1
C 2.94 -1.17 1.34
C 1.90 -0.05 1.23
C 0.61 -0.50 0.55
C 0.80 -0.89 -0.85
N 0.91 -1.23 -1.94
H 3.79 -0.83 1.93
H 3.31 -1.47 0.36
H 2.51 -2.04 1.82
H 2.32 0.80 0.68
H 1.66 0.33 2.23
H -0.13 0.30 0.56
H 0.21 -1.39 1.03
Cl -1.11 2.81 0.72
C -0.91 4.46 0.06
C -1.13 4.49 -1.43
Cl 0.02 3.44 -2.30
H 0.08 4.81 0.34
H -1.65 5.08 0.56
H -0.97 5.51 -1.78
H -2.13 4.17 -1.70
Cl -3.95 -0.62 -2.30
C -2.24 -0.30 -2.65
C -1.80 -0.78 -4.00
Cl -2.51 0.17 -5.32
H -1.65 -0.83 -1.89
H -2.05 0.76 -2.54
H -2.06 -1.83 -4.14
H -0.72 -0.69 -4.05
Cl 2.22 2.08 4.21
C 0.77 3.07 3.89
C -0.51 2.33 4.14
Cl -0.71 1.98 5.88
H 0.82 3.36 2.84
H 0.83 3.96 4.50
H -0.60 1.44 3.52
H -1.34 2.99 3.90
Cl -2.71 -3.87 -0.36
C -1.34 -4.20 -1.47
C -0.28 -5.02 -0.81
Cl 0.64 -4.08 0.39
H -0.96 -3.25 -1.84
H -1.76 -4.73 -2.33
H 0.44 -5.40 -1.54
H -0.72 -5.87 -0.30
Cl -0.77 -1.37 3.70
C -2.20 -2.23 3.05
C -3.32 -1.30 2.67
Cl -2.84 -0.17 1.39
H -2.51 -2.92 3.84
H -1.90 -2.86 2.22
H -3.68 -0.75 3.53
H -4.16 -1.88 2.30
Cl 3.68 -0.87 -4.35
C 3.78 0.04 -2.82
C 3.84 1.50 -3.12
Cl 4.08 2.40 -1.59
H 4.68 -0.30 -2.31
H 2.91 -0.22 -2.23
H 2.92 1.84 -3.59
H 4.67 1.75 -3.78
*
```

DFT total energy in Ha: -6205.34352
Relative energy (zero: lowest compared OMol25 entry of this formula, charge and spin) in kJ/mol: 0.0
Structure (SMILES): CCCC#N.ClCCCl.ClCCCl.ClCCCl.ClCCCl.ClCCCl.ClCCCl

***

Record 3
Here is a structure of composition C29H55ClN4O12PS2SiTi from the Open Molecules 2025 dataset. Energies are from the ωB97M-V functional and the def2-TZVPD basis.

The geometry in ORCA input format:
```
! wB97M-V def2-TZVPD RIJCOSX def2/J DEFGRID3
* xyz -1 1
Ti 0.10 0.77 0.39
C 1.66 7.07 1.25
C 1.74 6.27 -0.04
O 2.31 4.98 0.16
P 1.47 3.78 0.83
S 2.29 2.12 0.05
S -0.47 3.93 0.63
O 1.83 3.90 2.39
C 3.15 3.63 2.88
C 3.02 3.12 4.30
H 1.28 8.07 1.04
H 2.64 7.15 1.71
H 0.98 6.58 1.96
H 2.39 6.76 -0.76
H 0.75 6.15 -0.49
H 3.74 4.55 2.83
H 3.62 2.88 2.24
H 2.53 3.86 4.93
H 4.00 2.90 4.71
H 2.42 2.20 4.31
N 0.37 0.80 -1.95
C -0.54 1.48 -2.88
C -0.68 0.70 -4.20
C -1.27 1.45 -5.39
C -2.62 2.16 -5.19
N -3.58 1.46 -4.36
C -4.04 1.99 -3.18
N -5.13 1.31 -2.66
N -3.50 3.03 -2.66
C 0.01 2.87 -3.16
O -0.87 3.88 -3.13
O 1.16 3.04 -3.50
H 1.32 1.04 -2.20
H 0.25 -0.21 -2.03
H -1.50 1.55 -2.39
H -1.27 -0.19 -3.98
H 0.32 0.36 -4.49
H -1.36 0.73 -6.21
H -0.56 2.21 -5.74
H -3.07 2.34 -6.17
H -2.47 3.13 -4.74
H -4.20 0.81 -4.81
H -5.10 0.31 -2.82
H -5.30 1.50 -1.68
H -1.76 3.57 -2.82
H -3.91 3.24 -1.75
Cl -6.96 -0.68 1.73
C -5.41 -0.20 1.09
C -4.90 1.06 1.40
C -3.67 1.45 0.92
C -2.90 0.59 0.10
O -1.74 0.96 -0.34
C -3.45 -0.67 -0.23
C -2.82 -1.59 -1.18
O -1.88 -1.38 -1.91
C -4.69 -1.06 0.29
H -5.47 1.72 2.04
H -3.23 2.40 1.19
H -3.34 -2.58 -1.24
H -5.09 -2.04 0.05
C -0.17 -4.79 2.67
C -0.96 -3.87 1.74
C -1.60 -2.72 2.51
C -2.02 -4.67 0.99
O -0.08 -3.36 0.72
Si 1.18 -2.32 0.80
O 0.81 -0.91 0.10
O 2.44 -3.02 0.01
C 2.48 -3.60 -1.29
C 1.99 -5.04 -1.20
C 1.62 -2.81 -2.27
C 3.94 -3.56 -1.73
O 1.61 -2.19 2.37
C 2.79 -1.72 3.02
C 3.68 -2.93 3.28
C 3.52 -0.68 2.17
C 2.32 -1.08 4.32
H -0.85 -5.26 3.39
H 0.58 -4.22 3.21
H 0.32 -5.57 2.09
H -2.30 -3.11 3.24
H -2.13 -2.06 1.83
H -0.84 -2.12 3.02
H -2.74 -5.09 1.70
H -1.55 -5.49 0.44
H -2.55 -4.03 0.29
H 0.95 -5.06 -0.87
H 2.59 -5.59 -0.47
H 2.07 -5.54 -2.16
H 0.57 -2.80 -1.97
H 1.69 -3.26 -3.27
H 1.97 -1.78 -2.34
H 4.56 -4.10 -1.01
H 4.29 -2.53 -1.77
H 4.06 -4.01 -2.71
H 3.97 -3.39 2.33
H 3.15 -3.67 3.88
H 4.59 -2.63 3.82
H 3.83 -1.12 1.22
H 4.41 -0.34 2.70
H 2.87 0.17 1.98
H 1.79 -1.82 4.93
H 1.64 -0.26 4.09
H 3.17 -0.70 4.90
O -0.77 0.44 1.98
O 0.52 1.03 2.17
*
```

DFT total energy in Ha: -4997.40111
Relative energy (zero: lowest compared OMol25 entry of this formula, charge and spin) in kJ/mol: 98.0

***

Record 4
Here is a cluster of 2 separate species, C4H2BrN2OP in total at a distorted geometry from the Open Molecules 2025 dataset. Energies are from the ωB97M-V functional and the def2-TZVPD basis.

The geometry in ORCA input format:
```
! wB97M-V def2-TZVPD RIJCOSX def2/J DEFGRID3
* xyz 0 1
C 2.64 -1.99 -2.03
C 2.68 -0.67 -2.37
C 2.79 0.57 -2.39
C 1.90 1.09 0.93
N 2.56 -3.09 -1.68
N 0.96 0.49 0.56
O 2.76 1.79 1.22
P -0.01 -0.87 0.42
Br 2.76 2.31 -2.24
H 0.15 -0.90 -1.06
H -1.34 -0.01 0.34
*
```

DFT total energy in Ha: -3253.63001
Relative energy (zero: lowest compared OMol25 entry of this formula, charge and spin) in kJ/mol: 96.4
Structure (SMILES): N#CC#CBr.O=C=NP

***

Record 5
Here is a cluster of 8 separate species, C18H29Cl21NO3S2 in total at a distorted geometry from the Open Molecules 2025 dataset. Energies are from the ωB97M-V functional and the def2-TZVPD basis.

The geometry in ORCA input format:
```
! wB97M-V def2-TZVPD RIJCOSX def2/J DEFGRID3
* xyz 1 1
C -0.96 0.43 -4.57
C 0.57 0.43 -5.20
S 1.66 -0.82 -4.30
C 2.52 0.07 -2.84
C 1.48 1.03 -2.00
N 0.24 0.42 -1.37
C 0.37 0.28 0.02
S -1.09 -0.40 0.97
C -0.74 -0.81 2.77
O -1.73 -1.62 0.20
O -2.19 0.73 0.96
C 1.84 0.83 0.49
C 2.03 1.93 -0.75
C 3.43 2.77 -0.87
C 2.99 4.38 -0.98
C 2.32 4.95 0.40
O 0.96 5.48 0.01
H -1.24 -0.68 -4.27
H -1.02 1.18 -3.67
H -1.67 0.83 -5.43
H 0.59 0.19 -6.37
H 0.96 1.55 -5.09
H 3.34 0.76 -3.37
H 3.11 -0.70 -2.20
H 1.06 1.82 -2.75
H -0.67 0.10 -1.80
H 0.04 -0.04 3.18
H -1.74 -0.64 3.39
H -0.43 -1.93 2.90
H 2.71 0.01 0.45
H 2.00 1.26 1.57
H 1.08 2.63 -0.54
H 4.11 2.62 0.08
H 4.02 2.46 -1.85
H 3.89 5.03 -1.35
H 2.16 4.42 -1.83
H 2.09 4.05 1.14
H 2.97 5.76 0.95
H 0.45 4.74 -0.46
C 3.17 1.89 -8.00
Cl 2.27 0.62 -8.84
Cl 2.11 3.24 -7.59
Cl 3.95 1.25 -6.55
H 3.95 2.26 -8.68
C -4.97 -3.24 0.29
Cl -5.17 -2.83 -1.43
Cl -6.20 -2.44 1.27
Cl -5.03 -5.00 0.52
H -3.98 -2.89 0.61
C -6.54 -0.06 4.36
Cl -6.02 -0.54 5.99
Cl -7.61 1.35 4.43
Cl -5.13 0.28 3.34
H -7.09 -0.89 3.92
C -2.67 -4.74 3.44
Cl -2.16 -5.21 5.07
Cl -3.75 -3.33 3.51
Cl -1.27 -4.39 2.42
H -3.23 -5.57 3.00
C 0.24 -6.02 8.48
Cl 0.73 -7.71 8.68
Cl 1.22 -5.23 7.23
Cl -1.48 -5.92 8.07
H 0.40 -5.50 9.42
C 5.40 -2.78 -3.13
Cl 5.11 -1.76 -4.55
Cl 6.43 -1.94 -1.96
Cl 3.87 -3.25 -2.38
H 5.92 -3.68 -3.46
C -2.85 3.62 3.33
Cl -2.34 3.15 4.96
Cl -3.93 5.03 3.41
Cl -1.45 3.96 2.31
H -3.41 2.79 2.89
*
```

DFT total energy in Ha: -11443.57156

***

Record 6
Here is an isolated molecule of C5H9N from the Open Molecules 2025 dataset. Energies are from the ωB97M-V functional and the def2-TZVPD basis.

The geometry in ORCA input format:
```
! wB97M-V def2-TZVPD RIJCOSX def2/J DEFGRID3
* xyz 0 1
C 1.77 0.07 -0.82
C 0.29 -0.24 -0.67
C -1.49 0.26 1.96
N -1.66 0.32 0.71
C -0.54 0.86 -0.04
C -0.24 -1.40 -1.05
H 2.13 -0.10 -1.84
H 2.36 -0.56 -0.14
H 1.99 1.11 -0.55
H -2.27 -0.18 2.59
H -0.59 0.63 2.46
H 0.11 1.48 0.60
H -0.93 1.52 -0.83
H 0.36 -2.18 -1.50
H -1.29 -1.60 -0.89
*
```

DFT total energy in Ha: -250.61296
Relative energy (zero: lowest compared OMol25 entry of this formula, charge and spin) in kJ/mol: 141.7
Structure (SMILES): C=NCC(=C)C

***

Record 7
Here is a cluster of 2 separate species, C2H8NO2 in total at a distorted geometry from the Open Molecules 2025 dataset. Energies are from the ωB97M-V functional and the def2-TZVPD basis.

The geometry in ORCA input format:
```
! wB97M-V def2-TZVPD RIJCOSX def2/J DEFGRID3
* xyz 1 1
C 1.87 -0.17 -0.48
C -1.96 0.48 0.21
N -2.91 -0.26 -0.26
O -0.83 0.70 -0.26
O 1.43 0.48 0.63
H 1.24 0.21 -1.38
H 1.53 -1.26 -0.41
H 2.95 0.04 -0.78
H -2.25 1.09 1.11
H 1.71 1.44 0.60
H -2.69 -0.81 -1.10
H -3.73 -0.59 0.26
H 0.30 0.52 0.39
*
```

DFT total energy in Ha: -285.94951
Relative energy (zero: lowest compared OMol25 entry of this formula, charge and spin) in kJ/mol: 181.0

***

Record 8
Here is an isolated molecule of C4H6O2 from the Open Molecules 2025 dataset. Energies are from the ωB97M-V functional and the def2-TZVPD basis.

The geometry in ORCA input format:
```
! wB97M-V def2-TZVPD RIJCOSX def2/J DEFGRID3
* xyz 0 1
O -1.30 -1.23 -0.40
C -1.12 0.13 -0.67
C -0.05 0.79 0.21
O -0.52 1.01 1.53
C 1.17 -0.02 0.16
C 2.12 -0.76 0.08
H -0.48 -1.68 -0.62
H -2.08 0.63 -0.47
H -0.86 0.31 -1.73
H 0.17 1.78 -0.22
H -0.02 0.45 2.13
H 2.98 -1.39 0.01
*
```

DFT total energy in Ha: -306.40837
Relative energy (zero: lowest compared OMol25 entry of this formula, charge and spin) in kJ/mol: 257.1
Structure (SMILES): C#C[C@H](O)CO

***

Record 9
Here is a cluster of 2 separate species, C12H17N in total at a distorted geometry from the Open Molecules 2025 dataset. Energies are from the ωB97M-V functional and the def2-TZVPD basis.

The geometry in ORCA input format:
```
! wB97M-V def2-TZVPD RIJCOSX def2/J DEFGRID3
* xyz 0 1
C 2.40 -0.87 2.49
C 2.08 -1.71 1.24
H 1.51 -0.34 2.82
H 2.75 -1.47 3.33
H 3.16 -0.11 2.27
H 2.97 -2.27 1.04
H 1.19 -2.29 1.47
H 1.97 -0.98 0.44
C -1.73 -0.78 1.57
C -3.08 -1.23 1.02
C -1.02 0.28 0.79
C -0.69 1.52 1.22
C -0.40 0.12 -0.50
C 0.31 1.30 -0.79
C -0.47 -0.88 -1.46
C 0.97 1.51 -1.99
C 0.27 -0.74 -2.64
C 0.90 0.45 -2.90
N 0.10 2.16 0.28
H -1.86 -0.42 2.59
H -1.13 -1.68 1.69
H -3.87 -0.48 0.93
H -1.02 2.06 2.09
H 0.82 2.81 0.56
H -0.98 -1.83 -1.28
H 1.65 2.34 -2.16
H 0.40 -1.65 -3.21
H 1.55 0.57 -3.76
H -3.55 -1.81 1.84
H -3.02 -1.83 0.12
*
```

DFT total energy in Ha: -522.19571
Relative energy (zero: lowest compared OMol25 entry of this formula, charge and spin) in kJ/mol: 64.5
Structure (SMILES): CCc1c[nH]c2ccccc12.CC

***

Record 10
Here is a structure of composition C25H43F3O3P2RhS at a distorted geometry from the Open Molecules 2025 dataset. Energies are from the ωB97M-V functional and the def2-TZVPD basis.

The geometry in ORCA input format:
```
! wB97M-V def2-TZVPD RIJCOSX def2/J DEFGRID3
* xyz 1 5
Rh -0.07 0.07 0.20
C 0.21 -1.42 1.87
C -0.99 -0.65 1.98
C -1.15 -1.96 0.08
C 0.11 -2.22 0.69
C -1.83 -0.97 0.85
C 1.29 -1.44 2.89
H 1.38 -0.47 3.39
H 2.24 -1.67 2.42
H 1.09 -2.20 3.66
C 1.05 -3.26 0.18
H 2.01 -3.20 0.68
H 1.24 -3.09 -0.89
H 0.65 -4.27 0.29
C -1.69 -2.68 -1.12
H -2.07 -3.67 -0.83
H -0.90 -2.84 -1.87
H -2.51 -2.12 -1.57
C -3.25 -0.56 0.67
H -3.92 -1.23 1.21
H -3.51 -0.58 -0.38
H -3.41 0.45 1.05
C -1.36 0.23 3.13
H -1.95 -0.31 3.89
H -1.96 1.09 2.79
H -0.46 0.61 3.63
C 1.81 1.23 -0.48
C 1.66 1.28 0.92
C 1.09 2.45 1.65
C -0.16 3.03 0.97
C -1.03 2.01 0.26
C -0.90 1.66 -1.10
C 0.11 2.33 -2.01
C 1.53 2.37 -1.42
H 1.86 3.22 1.80
H 0.15 3.82 0.27
H 0.83 2.11 2.66
H 1.78 3.34 -0.97
H 2.49 0.48 -0.91
H 2.36 0.69 1.52
H 2.24 2.26 -2.26
H 0.16 1.78 -2.95
H -1.79 1.25 -1.61
H -0.21 3.35 -2.27
H -0.78 3.51 1.74
H -2.04 1.92 0.69
P -0.30 5.63 -4.81
P -3.00 5.68 -6.40
C -0.63 7.14 -5.87
C -1.67 6.87 -6.97
H 0.32 7.45 -6.32
H -0.97 7.95 -5.19
H -2.15 7.80 -7.30
H -1.20 6.39 -7.84
C -3.85 5.45 -8.02
H -4.80 4.92 -7.83
H -3.22 4.82 -8.66
H -4.06 6.40 -8.52
C -4.15 6.93 -5.69
H -4.34 7.75 -6.40
H -3.73 7.32 -4.76
H -5.09 6.42 -5.46
C 1.46 5.35 -5.29
H 1.89 4.58 -4.64
H 2.05 6.27 -5.21
H 1.48 4.99 -6.33
C -0.01 6.47 -3.20
H -0.97 6.83 -2.81
H 0.69 7.31 -3.30
H 0.40 5.74 -2.48
F 4.21 -3.21 1.69
C 4.79 -1.99 1.55
F 4.54 -1.32 2.70
F 6.12 -2.20 1.48
S 4.23 -1.05 0.11
O 4.63 0.31 0.44
O 4.89 -1.64 -1.05
O 2.81 -1.35 0.18
*
```

DFT total energy in Ha: -2694.71951
Relative energy (zero: lowest compared OMol25 entry of this formula, charge and spin) in kJ/mol: 0.0